Molecular formula: C39H90N6O6
Method: DFT, ωB97M-V with the def2-TZVPD basis set

```
141
Properties=species:S:1:pos:R:3:forces:R:3
C 2.86500 0.97428 -1.69418 0.3187 -0.0986 0.2034
C 1.37636 1.13066 -2.06143 0.1489 -0.7997 -0.5241
C 1.23934 1.78247 -3.44530 0.4555 0.4728 0.1894
C 0.72454 -0.26332 -2.16916 0.7916 0.4642 0.8705
C 0.35509 -0.84274 -0.79905 -0.5289 -0.5486 -1.6344
C -0.63403 0.10695 -0.13672 0.3950 -1.1080 0.4563
C -0.12112 1.53632 0.07012 0.4809 -0.7499 -0.6445
C -1.34857 2.43285 0.09477 0.0088 0.6963 0.6246
C 0.71237 1.52164 1.36142 -1.1019 -0.2523 0.7573
N 0.70378 1.92371 -1.07332 -1.2373 0.7668 -0.4597
O 1.28807 3.19824 -0.90846 0.0583 -0.5176 0.1136
H 3.45314 1.80360 -2.09085 0.0397 0.0380 0.1727
H 2.97636 0.92429 -0.60510 0.0382 0.1079 -0.0158
H 3.33638 0.06203 -2.06590 -0.1974 0.0212 -0.2454
H 0.20363 2.07119 -3.61630 -0.0214 -0.0275 -0.0360
H 1.87331 2.67215 -3.47976 -0.2213 0.0876 -0.0870
H 1.57626 1.12993 -4.25332 -0.0106 -0.1779 0.1218
H -0.17574 -0.23783 -2.78549 0.0279 0.1255 -0.0824
H 1.49928 -0.85899 -2.65286 -0.3636 -0.2999 -0.2217
H -0.20579 -1.73613 -1.10568 0.0611 -0.1649 0.6188
H 1.21955 -1.21494 -0.24823 0.0265 0.4951 0.3364
H -0.87804 -0.31894 0.84290 -0.2029 0.2787 0.0557
H -1.54735 0.02030 -0.73079 -0.0157 0.5389 -0.0659
H -1.08792 3.46567 0.34410 0.0591 -0.0405 -0.1023
H -2.07047 2.10409 0.84936 0.0695 -0.1136 -0.0260
H -1.82540 2.42576 -0.88261 -0.0049 -0.0422 -0.0469
H 1.53749 2.22672 1.38668 0.0234 0.0178 0.0268
H 1.02289 0.50114 1.59316 0.5590 0.0917 -0.2850
H 0.03119 1.72810 2.19794 0.2080 0.3391 -0.0255
H 2.09481 3.00665 -0.40737 0.1473 0.3630 0.0124
C -1.60814 9.22450 4.37730 0.3546 0.1205 -0.9363
C -0.95469 7.82757 4.37539 -1.0442 -0.2004 0.3408
C -0.09351 7.72690 5.61224 1.5649 1.0799 0.5499
C -2.09744 6.76752 4.53308 -0.4241 1.8691 -0.1199
C -2.83676 6.47555 3.22737 0.2239 -1.3873 0.2134
C -1.78390 6.08191 2.20933 0.4685 -0.4374 0.1974
C -0.81971 7.22577 1.91648 0.2182 0.2723 -1.0729
C 0.24877 6.69496 0.96807 0.5214 -1.4320 0.0333
C -1.47955 8.41209 1.20194 -0.2697 0.7496 0.5396
N -0.16962 7.54056 3.18322 0.1639 -0.8546 0.6379
O 0.92384 8.43862 3.05137 -0.4232 0.1049 -0.1346
H -0.86354 9.97685 4.10234 0.0494 0.0274 0.3920
H -2.35279 9.30287 3.58523 -0.2286 -0.1185 0.2136
H -2.07394 9.44931 5.33329 0.0793 0.0837 0.0629
H -0.61752 7.99929 6.53038 -0.3929 -0.4506 -0.1076
H 0.48154 6.80905 5.75118 -0.5064 -0.3257 -0.1746
H 0.69257 8.49962 5.59059 -0.1719 -0.0476 -0.2653
H -1.73766 5.90582 5.08952 -0.0048 -0.3265 -0.3908
H -2.81047 7.30653 5.16800 0.0574 -0.4167 0.3435
H -3.49040 5.61309 3.40352 -0.0476 0.0896 -0.0404
H -3.50150 7.27424 2.90402 0.2288 0.2584 0.0140
H -2.11945 5.57555 1.30093 -0.3943 0.5586 -0.1405
H -1.15519 5.31077 2.67842 -0.1060 0.0235 0.0802
H 0.74082 5.82479 1.42866 0.0565 0.2352 0.2053
H 1.04334 7.37867 0.68150 -0.2507 0.3326 0.0183
H -0.18669 6.23664 0.07556 -0.1831 0.4732 -0.1038
H -0.81272 9.27447 1.29537 0.0738 -0.0830 -0.3073
H -2.41697 8.74785 1.65087 -0.0198 -0.2516 0.0378
H -1.69654 8.22105 0.15246 0.2135 -0.1516 -0.0403
H 1.66037 7.85941 3.26495 0.2015 0.1457 -0.0655
C -1.15661 -7.25122 -2.59514 -0.2557 -0.0003 -0.5209
C -1.14794 -6.46918 -1.28201 0.8463 -0.5625 -0.0621
C 0.23874 -6.61276 -0.64493 0.4206 0.4029 0.1967
C -1.43202 -5.02921 -1.62291 -0.9113 0.3423 -1.0924
C -1.75955 -4.11730 -0.45389 0.2659 -1.2000 -0.2228
C -2.92926 -4.75227 0.33003 0.8494 0.9464 -0.5058
C -2.78859 -6.23541 0.68342 0.4755 -0.0827 -0.2188
C -1.95004 -6.37245 1.96181 -0.5712 0.0649 -0.0362
C -4.18794 -6.76494 0.91727 -0.9162 0.1923 1.5330
N -2.21888 -6.96767 -0.44805 -1.1734 0.1271 -0.5482
O -2.03145 -8.33169 -0.12185 0.2374 0.0549 0.2354
H -0.96244 -8.31504 -2.46963 0.1103 0.0345 0.1267
H -2.11899 -7.14200 -3.10571 -0.0774 -0.0605 0.2205
H -0.42108 -6.83567 -3.28934 0.1571 -0.0803 0.1667
H 0.33896 -7.54831 -0.09734 -0.0409 -0.0342 -0.0327
H 1.02497 -6.56437 -1.40202 -0.0792 -0.1159 -0.0635
H 0.45113 -5.77867 0.03157 -0.0863 -0.1598 0.1347
H -0.68769 -4.66611 -2.34092 0.4389 0.1450 0.5641
H -2.32053 -5.03164 -2.27845 -0.1330 -0.1194 0.2731
H -0.88719 -4.00943 0.19587 -0.0201 0.3781 -0.0566
H -2.06387 -3.17534 -0.90803 0.0942 0.3215 0.5417
H -3.80677 -4.56222 -0.29150 -0.2853 -0.1836 0.3297
H -2.96196 -4.20005 1.27147 -0.6605 -0.0219 -0.0182
H -1.87286 -7.42270 2.23732 0.3429 0.0119 -0.0606
H -2.47695 -5.86481 2.77361 0.1143 0.0409 0.0452
H -0.98259 -5.89751 1.81875 0.1620 -0.1694 0.1580
H -4.24774 -7.70293 1.47880 0.3753 -0.2564 -0.4903
H -4.82971 -6.80082 0.03988 0.2629 -0.0489 -0.2306
H -4.68302 -6.09142 1.63600 0.0460 0.1325 -0.2920
H -2.79938 -8.76633 -0.50483 0.0024 -0.0370 -0.0742
C -4.15745 -1.07189 -2.39753 0.4337 -0.0378 0.5216
O -4.34375 -1.60060 -3.67402 -0.2718 -0.0586 -0.2698
C -3.21568 -2.27024 -4.19887 -0.0012 0.1310 0.2878
C -3.64656 -3.00566 -5.44676 0.6195 -0.4531 -0.2600
C -2.52298 -3.90587 -5.96762 0.0745 0.4707 -0.0785
N -3.96929 -1.99140 -6.45128 -0.1608 -0.0576 0.2385
H -3.29942 -0.38543 -2.32979 -0.1325 0.0976 -0.2508
H -3.95067 -1.86100 -1.65513 -0.1932 -0.0178 -0.1001
H -5.06745 -0.54612 -2.12222 0.0026 0.0362 0.0530
H -2.44892 -1.52555 -4.45660 0.0873 -0.1160 -0.0374
H -2.79782 -2.94823 -3.43991 -0.0763 -0.1005 -0.1069
H -4.46633 -3.69735 -5.20357 -0.2385 0.3830 0.1641
H -2.13292 -4.56645 -5.19196 -0.1341 -0.0932 0.0055
H -1.69989 -3.28972 -6.33751 -0.0084 -0.0394 -0.0115
H -2.90178 -4.50228 -6.79799 0.1111 -0.0907 0.0021
H -4.40052 -2.38955 -7.27544 -0.0178 -0.0818 0.0224
H -4.62754 -1.33884 -6.04003 -0.0555 0.0233 -0.1271
C 6.01282 -0.08800 -4.88813 -0.2291 -0.4872 -0.8038
O 5.78967 0.59712 -3.69142 -0.1881 0.1379 0.1055
C 6.29791 -0.03638 -2.55220 0.6644 -0.2122 0.9687
C 7.82256 0.11689 -2.40208 -0.5240 0.7987 -0.1191
C 8.34817 -0.77738 -1.30554 0.3190 -1.4872 0.0003
N 8.18569 1.52860 -2.17383 -0.0983 -0.2044 -0.1999
H 7.04095 -0.03775 -5.26353 0.0485 0.0956 0.2138
H 5.36545 0.34156 -5.65449 0.0525 0.1728 0.1195
H 5.73197 -1.14922 -4.82459 0.0766 0.0517 0.2240
H 5.85921 0.46136 -1.68170 -0.1999 -0.0162 -0.0947
H 6.04312 -1.10519 -2.47290 -0.2181 0.0580 -0.4162
H 8.23165 -0.17863 -3.37135 0.3744 0.0523 0.1361
H 7.62526 -1.06290 -0.53394 -0.1671 0.5073 -0.0157
H 9.26141 -0.45712 -0.80761 -0.0720 0.4739 -0.1447
H 8.61505 -1.74725 -1.74809 -0.0376 0.1031 0.0194
H 7.64774 2.09189 -2.82755 0.1219 0.0510 -0.0363
H 7.86205 1.81424 -1.25386 0.0568 -0.0888 0.0546
C -1.10092 0.18193 4.57210 -0.4461 -0.2897 0.6554
O -0.57209 -0.82738 3.75627 0.0528 -0.5730 0.3369
C 0.72471 -1.24963 4.16110 0.1663 1.0916 0.0059
C 1.02766 -2.55851 3.48843 -0.0948 -0.6766 -1.7531
C 0.18248 -3.75169 3.97111 0.1792 0.6280 0.7450
N 2.47935 -2.78066 3.33472 -0.5946 0.4314 0.6454
H -1.03542 -0.05385 5.64716 0.4261 -0.0962 -0.1382
H -2.18042 0.18915 4.41414 0.1154 0.4820 -0.4691
H -0.60554 1.14205 4.40438 -0.2293 0.1231 -0.0934
H 1.43767 -0.47537 3.83760 0.1548 -0.2525 -0.1257
H 0.80653 -1.24346 5.25881 -0.1969 -0.4603 -0.0114
H 0.67923 -2.40951 2.45291 0.1026 0.1976 0.0994
H -0.82437 -3.65937 3.56641 -0.0635 -0.0463 0.1040
H 0.12009 -3.73008 5.06532 -0.0693 -0.2185 -0.0460
H 0.59326 -4.71380 3.67126 0.1060 0.0339 -0.1380
H 2.91674 -2.77314 4.24945 0.1958 -0.2757 -0.0587
H 2.62368 -3.68046 2.89742 0.1662 -0.0668 0.1405
```
Forces are in eV/Å.

Charge: 0
Lowest unoccupied orbital energy: 0.5 eV
Energy relative to the best compared isomer or geometry (same formula, charge and spin): 109.4 kJ/mol
Gap between HOMO and LUMO: 8.368 eV
Structure (SMILES): CC1(C)CCCC(C)(C)N1O.CC1(C)CCCC(C)(C)N1O.CC1(C)CCCC(C)(C)N1O.COC[C@H](C)N.COC[C@H](C)N.COC[C@H](C)N

Here are the Mulliken charges for atoms 1 to 2, given in e: number 1, C, carries -1.9472; number 2, C, carries 2.2535